# C38H47N3O22S2

9 unconnected molecules or ions with the total composition C38H47N3O22S2 in a non-equilibrium geometry (wB97M-V/def2-TZVPD, OMol25).

Properties
E_LUMO (alpha / beta)	1.465 / 1.463	eV

The geometry in ORCA input format:
```
! RIJCOSX wB97M-V def2-TZVPD def2/J DEFGRID3
* xyz -1 2
H 4.3889 2.0082 0.2281
H 2.4461 -2.1124 -2.9324
H -0.5158 1.5919 -1.4062
H -5.2978 -0.9935 2.3428
C 2.6113 1.7038 1.2701
C 1.2228 2.7368 -2.8248
H -6.3187 -2.0534 -0.1637
C 4.1166 -3.0292 -0.2466
H 0.9671 -2.0393 4.5338
H 2.4640 0.7689 0.7498
C -2.9166 -1.6861 -6.2933
O 4.0071 6.3388 2.6825
C 1.6688 2.1579 2.1545
H -0.0191 0.4111 4.4758
C 0.4311 3.8662 -2.5537
H 4.8284 4.2662 1.3806
H 4.6563 -2.5413 0.5516
H 0.2511 5.7569 -1.6981
O 4.3769 -3.8377 3.0465
O -3.9853 -1.3846 -2.8969
C 3.9327 3.7088 1.6121
C -0.7041 -0.3920 6.4336
O -1.3098 1.6374 5.3691
H -4.7579 1.1670 -4.3379
H -3.1320 -0.3373 1.4279
C 1.8993 3.3443 2.8126
H -2.1008 1.5381 -5.7473
S -2.9753 -2.0431 -3.7263
H 1.8520 -0.8019 3.7613
C 3.6681 -4.3265 -0.0442
C 2.1827 4.9430 -1.3461
C -3.3775 -3.1634 -5.9579
H 4.0378 3.9594 -1.3439
C -0.7462 0.6093 -0.9946
C 2.6854 -4.9459 -0.9284
H -3.6824 -1.1387 -6.8427
H 1.3727 0.0422 -1.3193
O -3.4464 -2.2685 0.5198
O 2.3482 -6.8207 0.3909
N 1.9315 -6.1292 -0.5792
H -1.7706 3.3124 -5.7444
O -0.6286 0.6355 7.4057
H -1.6690 -0.1738 4.5733
C -4.5864 -2.9888 0.4089
H 1.4940 -4.4158 -2.6598
O -4.5426 -4.0701 -0.0914
O -0.9383 0.6273 0.4611
O 2.2460 6.0083 3.8761
H -2.4975 -3.8047 -6.0066
C 2.4910 2.7224 -2.3468
H -2.0128 -1.6312 -6.9002
C 2.3110 -4.0941 -2.0310
H -1.4656 -1.1707 6.4752
C -2.3645 2.5043 -5.3172
S -1.5008 1.9511 6.9957
O -3.8438 -3.0842 -4.6716
H -3.7757 -0.3705 -0.2065
C 0.4114 -0.4529 -1.1817
H 0.7990 1.5596 2.3819
C 2.7952 -2.7907 -2.1679
O -1.8704 -2.7439 -3.0873
O -0.7979 3.1736 7.4483
O -2.9035 1.8276 7.4136
C 2.9477 -1.5850 5.3611
H -3.9960 3.8833 -5.3967
H 3.9456 -4.8629 0.8511
C 0.3284 -1.3603 0.0442
H -5.3004 2.7969 -3.7766
C 3.7575 -3.0165 3.6823
O 2.7899 0.4929 -3.1784
H 1.2405 3.6510 3.6116
C -4.4798 2.2104 -4.1897
H 4.2336 -3.3011 5.6792
H -6.5198 -2.7229 1.4411
H 0.7488 2.0261 -3.4855
H -1.6756 0.1511 -1.3329
O -0.2326 -0.6145 2.2864
C -0.8801 0.3226 5.1384
H -5.7644 -0.0340 1.0089
H -4.2910 2.4695 -6.3062
H 0.3184 -1.0533 -2.0867
H 5.1012 -1.9330 4.8764
C 3.7532 2.4528 0.9795
N 3.1019 5.5800 3.1279
C 3.7061 -2.3184 -1.3226
C 0.9141 4.9106 -1.8006
O 1.0114 -6.3949 -1.2974
C 4.1433 -2.4298 5.0306
C -5.7929 -2.2717 0.7658
H -0.2525 -2.2818 0.0052
C 3.0159 3.8526 -1.6766
H 2.4550 -1.9440 6.2647
C 1.9760 -1.7897 4.2052
H -4.1278 -3.5750 -6.6330
C -3.3114 2.1037 -3.2142
H -0.5534 3.9736 -2.9845
C -3.8050 -0.8745 0.7596
O -3.3415 1.9091 -1.9943
H 1.2855 -1.6804 0.4560
O -2.5869 -1.1434 -5.0629
O 4.5083 1.6082 -2.4523
C -3.8424 2.8045 -5.3710
C -5.2245 -0.9480 1.2562
H 0.2567 -0.9066 6.4446
N 3.2955 1.5031 -2.6325
C 3.0000 4.1930 2.4983
O -2.2232 2.2549 -3.9428
C -0.3136 -0.4619 1.0523
H 2.6087 5.7967 -0.8401
H 3.9142 -1.2615 -1.3997
O 2.5193 -2.6527 3.2915
H 3.1973 -0.5708 5.6727
*
```